Molecular formula: C37H56ClN13O6S
Method: DFT, the ωB97M-V functional and the def2-TZVPD basis

As for the frontier orbital gap: 0.361 Ha. The calculation puts the total energy at -3464.8765 a.u.

Last column: Mulliken charge in e.
Atoms and positions in Å:
C 0.27 -0.14 1.10  -0.1326
C 0.56 -1.24 0.05  0.6550
O 0.78 -0.92 -1.09  -0.6157
O 0.60 -2.54 0.52  -0.0005
C -0.48 -3.30 -0.04  -0.9078
C -1.78 -3.31 0.82  -0.8450
C -2.73 -2.11 0.59  -0.0324
C -3.55 -2.11 -0.74  1.4473
C -3.57 -3.44 -1.53  -1.5610
C -4.52 -4.58 -1.01  0.0983
C -3.75 -5.93 -1.17  -1.3867
Cl -5.01 -4.48 0.72  -0.1666
C -2.81 -1.07 -1.67  -1.6280
C -3.06 0.41 -1.21  -0.8102
C -4.47 0.82 -1.80  -0.2110
O -4.26 1.07 -3.21  -0.3381
C -3.74 2.25 -3.40  0.6804
N -3.14 3.23 -3.48  -0.6292
S -5.52 -0.69 -1.58  1.4036
O -5.71 -1.37 -2.83  -0.7315
O -6.76 -0.20 -1.04  -0.8037
O -4.87 -1.58 -0.42  -0.3363
H 1.06 0.64 1.09  -0.1021
H -0.70 0.33 0.90  -0.0338
H 0.17 -0.62 2.08  0.1242
H -0.12 -4.35 -0.11  0.2959
H -0.65 -2.98 -1.09  0.5854
H -1.44 -3.26 1.87  0.5844
H -2.24 -4.30 0.69  0.2596
H -3.47 -2.14 1.42  0.5349
H -2.18 -1.17 0.72  -0.7862
H -2.56 -3.88 -1.68  0.2817
H -3.92 -3.19 -2.55  0.6864
H -5.39 -4.67 -1.68  0.4936
H -2.81 -5.95 -0.58  0.3238
H -4.37 -6.77 -0.80  0.3814
H -3.44 -6.10 -2.23  0.3452
H -3.03 -1.23 -2.74  0.6288
H -1.71 -1.22 -1.57  0.8424
H -2.24 1.04 -1.59  0.5427
H -3.08 0.49 -0.10  0.3564
H -4.85 1.68 -1.23  0.4982
C 3.13 2.26 -1.26  -0.3807
C 2.74 2.22 0.15  0.4687
N 2.43 2.17 1.26  -0.5785
H 2.63 3.09 -1.76  0.1058
H 4.21 2.41 -1.34  0.0756
H 2.86 1.33 -1.75  0.2595
C 4.56 -0.37 2.75  -0.1125
C 5.44 -1.39 2.17  0.3251
N 6.13 -2.20 1.73  -0.4535
H 4.05 -0.76 3.63  0.2659
H 5.14 0.51 3.03  0.0711
H 3.81 -0.07 2.01  -0.1109
C -1.32 -0.48 5.77  -0.9833
C -1.58 -0.50 4.33  0.4659
N -1.78 -0.53 3.20  -0.3361
H -1.18 0.55 6.10  0.2903
H -2.15 -0.92 6.31  0.2975
H -0.41 -1.04 5.99  0.2849
C 2.63 -5.05 3.85  -1.1986
C 2.03 -4.46 2.65  0.5217
N 1.55 -3.97 1.72  -0.4148
H 2.32 -4.49 4.74  0.3325
H 2.31 -6.08 3.96  0.3556
H 3.71 -5.02 3.78  0.3154
C 4.04 -6.67 -0.82  -0.7962
C 3.58 -6.77 0.57  0.3810
N 3.23 -6.85 1.66  -0.3914
H 3.49 -5.87 -1.33  0.2287
H 5.10 -6.45 -0.85  0.2762
H 3.86 -7.61 -1.34  0.2910
C -7.45 0.64 2.09  -0.3827
C -6.32 0.81 3.02  0.3211
N -5.43 0.94 3.74  -0.3846
H -8.16 -0.08 2.50  0.2799
H -7.95 1.60 1.95  0.2889
H -7.08 0.28 1.13  -0.0394
C 7.85 2.54 2.54  -0.8202
C 7.43 2.47 3.95  0.3981
N 7.10 2.42 5.05  -0.4728
H 7.35 3.37 2.04  0.2664
H 8.93 2.69 2.48  0.3383
H 7.59 1.61 2.03  0.3098
C -6.07 4.92 -3.77  -0.3978
C -6.34 6.28 -4.26  0.1207
N -6.54 7.35 -4.64  -0.3550
H -6.31 4.85 -2.71  0.2828
H -6.68 4.21 -4.32  0.2841
H -5.02 4.68 -3.91  0.0495
C 0.35 5.60 -2.09  -0.7427
C 1.48 5.79 -1.17  0.3171
N 2.37 5.94 -0.46  -0.3887
H -0.39 4.94 -1.64  0.2134
H -0.12 6.56 -2.30  0.3513
H 0.69 5.17 -3.03  0.2738
C -3.59 2.49 -7.29  -0.5040
C -2.70 1.49 -7.91  0.2834
N -2.00 0.72 -8.39  -0.3659
H -4.09 2.06 -6.43  0.0326
H -3.01 3.36 -6.97  0.2627
H -4.34 2.81 -8.01  0.3047
C 7.85 5.64 6.37  -0.3959
C 8.33 6.89 5.76  0.2806
N 8.70 7.87 5.28  -0.3616
H 6.81 5.75 6.67  0.2558
H 7.93 4.82 5.66  -0.0441
H 8.45 5.41 7.25  0.2552
C 6.21 0.98 -3.68  -0.8253
C 6.74 1.52 -2.42  0.3993
N 7.16 1.93 -1.43  -0.3968
H 6.99 0.48 -4.23  0.3348
H 5.41 0.28 -3.47  0.2516
H 5.81 1.80 -4.29  0.2746